Entry 1:
Computed, not measured: an isolated molecule of C6H9N at a distorted geometry, with ωB97M-V/def2-TZVPD.

Calculated total energy ... -7853.0520 eV
Energy above the lowest of the compared OMol25 structures with the same formula, charge and spin ... 5.108 eV
SMILES string ... CC=C=CN1CC1
Kohn-Sham gap ... 8.73 eV

```
! wB97M-V def2-TZVPD RIJCOSX def2/J DEFGRID3
* xyz 0 1
C -0.13207 1.02464 0.80105
C -0.60141 0.20260 -2.96281
H 0.40120 -0.27196 -2.98838
H -1.71332 1.36450 -0.89965
H 1.00068 -0.32725 3.57070
C -1.06960 0.60792 -1.54325
H -0.03246 2.04347 1.15839
H -1.26157 -0.48228 -3.51831
C 0.61941 -1.17588 1.52780
H -0.51693 1.10258 -3.57343
N -0.14272 0.02477 1.79430
C -0.35955 0.75511 -0.46124
C 1.10686 -0.16636 2.50290
H 1.95672 0.44710 2.20094
H 1.14349 -1.23845 0.57166
H 0.16249 -2.09954 1.86837
*
```

***

Entry 2:
Computed, not measured: a structure of composition C4H8P2 at a distorted geometry, with ωB97M-V/def2-TZVPD.

Calculated total energy ... -22852.6889 eV
Energy above the lowest of the compared OMol25 structures with the same formula, charge and spin ... 1.759 eV
Kohn-Sham gap ... 8.77 eV

```
! wB97M-V def2-TZVPD RIJCOSX def2/J DEFGRID3
* xyz 0 1
H -3.25385 -0.63940 0.23621
H 3.13811 -1.02662 0.51473
H -0.22095 1.84391 -1.51517
H 1.46596 -0.27632 -1.41277
P -0.05212 1.22080 -0.11711
H -3.10669 0.56062 -1.03487
C 1.22798 -0.18370 -0.32344
H 2.85395 0.83593 0.22605
C -1.18915 -0.25690 -0.25695
H 2.00974 -0.17648 1.63315
C 2.42596 -0.14249 0.64792
H -2.44795 -1.07524 -1.42851
C -2.62002 -0.33224 -0.62794
P -0.14532 -1.53319 0.06346
*
```

***

Entry 3:
Computed, not measured: an isolated molecule of C7H11N at a distorted geometry, with ωB97M-V/def2-TZVPD.

Calculated total energy ... -8923.9143 eV
Energy above the lowest of the compared OMol25 structures with the same formula, charge and spin ... 3.814 eV
SMILES string ... C=C=C(C)/N=C\CC
Kohn-Sham gap ... 9.16 eV

```
! wB97M-V def2-TZVPD RIJCOSX def2/J DEFGRID3
* xyz 0 1
H 1.45734 -0.29686 -1.18434
H 1.00615 2.13630 -2.50660
H -3.58072 -1.42186 0.88427
H 0.46108 -1.40962 2.83436
C 0.76572 1.36507 -0.08048
C -2.87296 -0.90092 1.52603
H -0.12910 -0.06336 -1.29902
H 1.15512 2.38524 0.04240
C 1.00474 1.08647 -2.76410
H -3.16351 -0.36556 2.36887
H 1.54337 -0.93468 1.69538
H 1.93859 0.90811 -3.34858
C 0.63777 -1.38668 1.76055
C -1.59298 -0.68219 1.29285
C -0.33295 -0.35422 1.24183
N 0.22395 0.91748 0.96140
C 0.77405 0.46872 -1.38352
H 0.52928 -2.36638 1.40909
H 0.17505 0.91495 -3.45040
*
```

***

Entry 4:
Computed, not measured: a cluster of 2 separate species, C4H11ClSSi in total at a distorted geometry, with ωB97M-V/def2-TZVPD.

Calculated total energy ... -35558.6094 eV
Energy above the lowest of the compared OMol25 structures with the same formula, charge and spin ... 3.630 eV
Kohn-Sham gap ... 4.73 eV

```
! wB97M-V def2-TZVPD RIJCOSX def2/J DEFGRID3
* xyz 0 1
H 1.75275 -1.56960 1.56763
H 1.10657 0.66717 0.41916
H 0.07541 -1.92814 1.83020
C 0.43798 -0.33956 0.51410
Si 1.39950 1.69659 -1.50754
H 0.76343 -0.62096 2.63035
C 0.77994 -1.18203 1.73353
C -1.07550 0.05687 0.57147
H -1.64827 -0.42672 -1.38463
H 0.52538 -0.86977 -0.51688
H -2.47557 0.91046 -0.73605
C -1.53111 0.43493 -0.82128
H -1.56440 -0.82203 0.90346
H 2.15738 2.82591 -0.96937
S -0.66415 1.87880 -1.64453
H 2.33448 0.85035 -2.12348
H -1.27852 0.86781 1.30003
Cl -1.09532 -2.43007 -1.76617
*
```

***

- Which value of energy above the lowest of the compared OMol25 structures with the same formula, charge and spin does entry 1 give?
  5.108 eV

***

- Which formula does entry 2 have?
  C4H8P2